Record 1
# C6H10O

C6H10O in the gas phase (the ωB97M-V functional and the def2-TZVPD basis, the OMol25 dataset).

Values from the calculation:
LUMO energy   0.041 Ha
HOMO energy   -8.9 eV

```
17
Properties=species:S:1:pos:R:3:forces:R:3
C 1.1012 1.7986 0.6982 -0.251 -0.077 -0.042
C 0.0569 0.9877 -0.0476 -1.441 0.194 0.237
O 0.6036 0.4215 -1.2172 -0.060 -0.184 0.068
C -0.2340 -0.6641 -1.6132 -0.035 -0.009 -0.297
C -0.8822 -1.1947 -0.3477 -0.536 0.038 -1.001
C 0.0024 -1.6491 0.7223 -0.235 2.162 1.168
C -0.7197 -0.1034 0.6321 1.968 -3.023 1.604
H 1.5650 2.5367 0.0357 -0.147 -0.118 0.082
H 1.8925 1.1614 1.1080 -0.183 -0.028 -0.136
H 0.6227 2.3244 1.5289 0.088 -0.010 -0.071
H -0.9189 1.5301 -0.2436 1.345 1.010 -0.638
H -1.0140 -0.3065 -2.3001 0.103 -0.029 0.019
H 0.4006 -1.3926 -2.1267 -0.136 0.080 0.035
H -1.8282 -1.7017 -0.4488 -0.163 -0.091 -0.195
H 1.0736 -1.5553 0.6780 0.181 -0.271 -0.461
H -0.3813 -2.3450 1.4701 0.017 0.424 -0.184
H -1.3403 0.1521 1.4714 -0.515 -0.068 -0.187
```
Positions in Å, forces in eV/Å.

=====

Record 2
# C8H22InN2O10PS

A molecular structure, C8H22InN2O10PS (the ωB97M-V functional and the def2-TZVPD basis, the OMol25 dataset).

Values from the calculation:
Total charge   -2
LUMO energy   0.110 Ha
HOMO energy   -0.7 eV

```
45
Properties=species:S:1:pos:R:3:forces:R:3
In 0.4586 0.4197 0.1360 0.557 1.490 0.884
P -1.4986 2.1675 2.4632 -0.948 1.237 -0.023
O -0.4384 1.1176 2.7412 0.650 -0.974 0.263
O -1.4525 2.4564 0.9366 -0.529 -0.442 0.313
O -1.2299 3.4916 3.1977 0.300 -0.398 -0.410
O -2.8628 1.6337 2.9452 0.487 -0.286 -0.750
S 2.2004 3.4283 0.8998 -0.755 -0.465 -0.626
O 3.6050 3.5091 0.4637 0.238 0.576 -0.088
O 2.1084 2.2128 1.7543 -0.172 -0.964 0.886
O 1.6742 4.6084 1.5702 0.661 0.377 0.326
O 1.3214 3.1296 -0.2722 -0.244 -0.332 -0.756
C -2.5547 0.9533 -4.0645 0.296 0.909 -0.126
C -1.3939 0.6361 -3.1072 -0.588 -1.447 -0.291
C -0.3792 1.7882 -3.0290 -0.287 -0.444 0.310
O 0.8796 1.3723 -2.5602 0.244 -0.374 0.081
C 1.6913 0.6829 -3.4831 -0.898 0.256 -0.493
N -1.8452 0.1670 -1.7823 -0.414 0.683 -0.186
H -2.8236 2.0010 -3.8859 -0.084 0.055 -0.431
H -3.4935 0.4038 -3.9816 0.289 -0.432 0.495
H -2.2046 0.7941 -5.0885 -0.088 0.433 -0.098
H -0.8935 -0.2314 -3.5526 0.216 0.028 0.130
H -0.7702 2.5034 -2.3006 0.297 0.200 0.035
H -0.2759 2.2784 -4.0033 -0.119 0.028 -0.123
H 1.1039 -0.0216 -4.0846 -0.052 -0.119 -0.045
H 2.4603 0.0950 -2.9910 0.048 0.298 0.397
H 2.1273 1.3987 -4.1842 0.308 0.042 -0.023
H -2.4855 0.8545 -1.3809 0.423 0.212 0.258
H -2.4459 -0.6443 -1.8978 0.266 -0.172 -0.124
C -1.1501 -3.2680 3.3520 0.307 -0.584 1.168
C -0.3040 -2.1922 2.6602 -1.479 -0.699 -0.609
C 1.0921 -2.6997 2.3866 0.296 0.639 1.094
O 1.8976 -1.6417 1.9021 -0.312 -1.426 0.108
C 3.1432 -2.0716 1.4367 0.891 0.877 -0.499
N -0.9952 -1.8565 1.3918 0.275 -0.006 0.315
H -1.0476 -4.2737 2.9268 0.216 0.098 -0.216
H -2.2211 -3.0650 3.3504 0.043 0.404 -0.210
H -0.8966 -3.3545 4.4191 0.132 -0.061 -0.119
H -0.3345 -1.3050 3.2970 0.440 0.179 -0.302
H 1.0795 -3.6071 1.7670 -0.045 0.232 -0.535
H 1.5327 -3.0282 3.3391 -0.057 -0.113 0.130
H 3.1170 -2.6195 0.4840 -0.406 0.245 -0.157
H 3.7796 -2.7124 2.0669 -0.597 0.077 0.718
H 3.6728 -1.1219 1.3224 0.259 -0.271 -0.370
H -0.9852 -2.6714 0.7814 0.073 0.024 -0.003
H -1.9626 -1.7173 1.6583 -0.137 0.408 -0.295
```
Positions in Å, forces in eV/Å.

=====

Record 3
# C5H15N3

C5H15N3 in the gas phase (the ωB97M-V functional and the def2-TZVPD basis, the OMol25 dataset).

Values from the calculation:
LUMO energy   0.035 Ha
HOMO energy   -8.6 eV

```
23
Properties=species:S:1:pos:R:3:forces:R:3
C 1.7285 -1.2705 0.5008 1.904 1.493 0.449
C 0.5549 -0.8102 -0.3394 -1.562 -0.205 -0.377
C 0.6396 0.4640 -1.2113 0.661 -0.137 0.076
C 1.3515 1.6261 -0.5302 -0.402 0.688 0.052
N 0.4816 2.4793 0.2803 0.437 0.383 0.158
N -0.6495 -0.5979 0.5736 2.096 -0.209 -1.237
C -1.8696 -1.1137 0.0106 -2.072 1.054 1.296
N -2.9897 -0.5524 0.8321 -0.193 -0.449 -0.004
H 1.8351 -2.3171 0.7454 -0.619 -0.397 -0.157
H 2.7143 -0.9914 0.0834 -0.450 -0.234 -0.508
H 1.8454 -0.7146 1.4598 -0.742 -0.241 -0.358
H 0.2641 -1.5709 -1.0846 0.311 -0.348 0.470
H -0.4261 0.6504 -1.4545 0.621 0.492 0.127
H 1.1477 0.3887 -2.1883 -0.116 -0.920 0.320
H 1.8577 2.2282 -1.2910 -0.396 0.280 -0.047
H 2.2156 1.3157 0.0685 -0.373 -0.333 0.182
H -0.2870 2.8256 -0.2800 0.027 -0.023 -0.030
H 0.0677 1.9587 1.0416 -0.006 -0.180 -0.084
H -0.4014 -1.0192 1.4631 -0.516 -0.224 -0.100
H -1.9940 -2.2041 0.0746 0.362 0.075 -0.219
H -2.0831 -0.7827 -1.0258 0.708 -0.219 0.458
H -2.6384 -0.3249 1.7547 0.054 -0.287 0.064
H -3.3648 0.3328 0.5164 0.265 -0.058 -0.531
```
Positions in Å, forces in eV/Å.

=====

Record 4
# C6H11NO2S2

C6H11NO2S2 in the gas phase (the ωB97M-V functional and the def2-TZVPD basis, the OMol25 dataset).

Values from the calculation:
LUMO energy   0.016 Ha
HOMO energy   -8.6 eV

```
22
Properties=species:S:1:pos:R:3:forces:R:3
C 0.5925 -0.1501 1.5270 -0.099 -0.102 0.308
C -2.1441 -0.6981 -0.9288 -0.165 0.116 -0.197
C -2.6127 0.7318 -0.6384 0.081 0.200 0.268
C 1.8721 0.6357 1.3345 -0.010 -0.336 -0.773
C 1.1196 -0.0876 -1.2325 -1.690 0.202 2.979
C -0.3056 -0.0263 0.3241 2.343 0.206 -2.433
N -1.1719 -1.0783 0.0667 -0.229 -0.546 0.293
O 3.1315 -1.2623 -0.0267 -0.311 -0.242 0.257
O 3.4535 1.0671 -0.7681 -0.111 0.277 0.085
S -1.1520 1.5547 0.0919 -0.167 0.036 0.022
S 2.5782 0.0499 -0.2459 0.106 0.164 -0.230
H 0.8377 -1.2087 1.6569 -0.022 0.063 0.014
H 0.0693 0.2049 2.4236 -0.020 -0.106 -0.089
H -2.9778 -1.4009 -0.9412 0.098 0.004 -0.044
H -1.6393 -0.7181 -1.8996 -0.135 -0.029 -0.004
H -2.9122 1.2637 -1.5368 -0.025 -0.014 -0.051
H -3.4265 0.7657 0.0888 0.035 -0.065 -0.100
H 1.6973 1.7019 1.2250 -0.009 0.150 -0.006
H 2.6042 0.4498 2.1143 0.132 0.011 -0.019
H 0.9947 -1.0557 -1.6821 0.125 -0.280 -0.113
H 0.9475 0.7750 -1.8499 0.020 0.218 -0.157
H -1.5560 -1.5141 0.8973 0.053 0.075 -0.011
```
Positions in Å, forces in eV/Å.

=====

Record 5
# C9H14

2 unconnected molecules or ions with the total composition C9H14 (the ωB97M-V functional and the def2-TZVPD basis, the OMol25 dataset).

Values from the calculation:
LUMO energy   0.037 Ha
HOMO energy   -8.8 eV

```
23
Properties=species:S:1:pos:R:3:forces:R:3
C 1.6676 -1.2044 -0.8438 0.222 0.276 -1.088
C 1.1321 -0.2666 0.2419 -1.364 -3.471 0.097
C 1.7180 0.8809 0.7352 -1.329 -0.985 1.825
C 1.2976 1.3033 2.0048 -1.193 2.049 0.988
C 0.2024 0.6773 2.7117 2.077 0.865 -3.395
C -0.4271 -0.4060 2.0818 -0.217 0.039 2.019
C 0.0500 -0.9689 0.9501 4.687 7.349 0.887
H 0.9011 -1.9988 -1.1049 1.180 0.405 1.021
H 2.6672 -1.5885 -0.4530 -1.334 0.095 -0.985
H 1.7342 -0.7685 -1.8721 0.739 0.220 0.934
H 2.4893 1.4437 0.3008 0.939 0.286 -1.005
H 1.7123 2.3672 2.3452 -0.896 -2.634 -0.337
H -0.2262 1.2472 3.4717 -0.567 0.276 1.574
H -1.2446 -0.9257 2.5665 -0.229 0.269 0.200
H -0.3519 -1.7679 0.6066 -2.358 -5.185 -2.498
C -1.0208 0.4012 -2.0674 2.744 0.718 -1.302
C -2.3200 0.2394 -1.4423 0.807 -5.627 1.189
H -0.5777 1.3733 -1.6217 0.268 -1.939 -0.661
H -0.4527 -0.6414 -1.8652 -0.877 3.015 -0.500
H -1.0192 0.5593 -3.1997 -0.210 -0.254 1.425
H -3.0483 0.8914 -1.2737 -2.677 3.558 -0.220
H -2.1344 -0.1579 -0.4349 0.187 0.394 0.243
H -2.7490 -0.6895 -1.8377 -0.600 0.280 -0.411
```
Positions in Å, forces in eV/Å.

=====

Record 6
# C3H2F2O2

C3H2F2O2 in the gas phase (the ωB97M-V functional and the def2-TZVPD basis, the OMol25 dataset).

Values from the calculation:
LUMO energy   0.025 Ha
HOMO energy   -10.5 eV

```
9
Properties=species:S:1:pos:R:3:forces:R:3
O 1.3126 1.1997 -0.0141 -0.026 -1.054 0.134
C 1.2506 -0.0197 -0.0319 0.114 1.931 -0.179
O 2.3866 -0.7579 0.0166 0.084 -0.079 0.729
C -0.0351 -0.7595 -0.0992 1.681 -0.572 0.171
C -1.1779 -0.0961 -0.0426 -0.054 -2.864 0.376
F -1.3171 1.1405 0.0154 -0.623 2.693 -0.070
F -2.3437 -0.7251 0.0592 0.252 0.246 -0.212
H 3.1130 -0.1817 0.3786 -1.057 -0.484 -0.765
H 0.0153 -1.8395 -0.0285 -0.371 0.183 -0.185
```
Positions in Å, forces in eV/Å.

=====

Record 7
# C6H15N2O4

2 unconnected molecules or ions with the total composition C6H15N2O4 (the ωB97M-V functional and the def2-TZVPD basis, the OMol25 dataset).

Values from the calculation:
Total charge   +1
LUMO energy   -0.117 Ha
HOMO energy   -14.3 eV

```
27
Properties=species:S:1:pos:R:3:forces:R:3
C 0.5226 -1.1394 -0.8416 -1.330 -0.329 0.495
C 0.4899 -2.5576 -1.2140 -1.065 -1.625 0.685
C 2.0797 -0.0327 2.7822 -1.964 1.000 -2.600
C -2.1533 -0.5111 -1.8982 0.212 -0.279 -2.629
C 1.8347 0.7124 1.4520 -0.262 -1.637 -3.715
C -0.6363 0.3841 0.7031 0.499 -0.848 0.001
N -0.6638 -0.6848 -0.1569 1.929 2.246 1.299
N -0.6831 2.4329 -0.7401 6.249 2.993 0.933
O 1.4082 -0.3819 -1.0592 0.546 0.422 -0.539
O -1.7815 0.8010 1.1263 -0.710 0.641 0.908
O -1.8375 -1.1071 -0.6161 -1.505 -0.488 -0.923
O 0.3389 0.8441 1.3788 -0.056 0.199 0.300
H 0.0639 -2.5652 -2.2321 0.937 -0.456 -0.003
H -0.2045 -3.2735 -0.6310 1.029 1.606 -0.560
H 1.5318 -2.8512 -1.0276 -0.321 -0.448 -1.025
H 1.4461 -0.9474 2.6401 1.125 0.463 0.500
H 3.1245 -0.1542 2.8468 1.048 -0.516 0.724
H 1.5995 0.5959 3.4832 0.119 0.304 1.564
H -2.6466 0.4601 -1.8140 -0.082 -0.155 0.489
H -2.9086 -1.2211 -2.4611 1.863 1.258 1.253
H -1.1757 -0.2656 -2.5428 -2.024 -1.039 1.350
H 2.0470 0.0106 0.5815 0.320 1.076 1.740
H 2.1340 1.7003 0.9624 0.182 -0.946 2.017
H -0.7702 3.2018 -0.0198 0.243 -1.074 -1.147
H -0.0401 2.8446 -1.5300 -1.868 -1.092 1.970
H -1.5400 2.2890 -1.0606 -4.622 -0.566 -2.132
H -1.5796 1.4161 1.8884 -0.489 -0.709 -0.958
```
Positions in Å, forces in eV/Å.

=====

Record 8
# C4H5NO

2 unconnected molecules or ions with the total composition C4H5NO (the ωB97M-V functional and the def2-TZVPD basis, the OMol25 dataset).

Values from the calculation:
LUMO energy   0.015 Ha
HOMO energy   -10.2 eV

```
11
Properties=species:S:1:pos:R:3:forces:R:3
O 0.2368 1.5006 0.6757 0.109 -0.598 -0.044
C 0.4728 0.3198 0.5925 -0.062 0.290 0.034
C 0.0546 -0.9881 0.0866 -0.195 -0.008 -0.118
C 1.3508 -0.7998 0.9330 0.165 0.073 0.113
C -2.2661 1.3090 -2.3532 0.533 0.314 1.037
N -1.7145 1.6011 -1.3602 -0.573 -0.298 -1.035
H -1.1595 1.7900 -0.5305 0.058 -0.023 -0.014
H -0.7955 -1.4750 0.5594 0.129 0.084 -0.052
H 0.1633 -1.1999 -0.9745 0.006 0.058 0.153
H 1.3541 -1.1693 1.9553 -0.032 0.060 -0.130
H 2.3032 -0.8885 0.4159 -0.137 0.047 0.058
```
Positions in Å, forces in eV/Å.

=====

Short version: Kohn-Sham gap = 9.99, 3.72, 9.56, 9.06, 9.76, 11.19, 11.06, 10.63 eV, in the order given.
Short version: strongest force on any atom = 3.9, 1.8, 2.7, 3.4, 8.8, 2.9, 7.0, 1.2 eV/A, in the order given.